Entry 1:
ORCA calculation (the ωB97M-V functional and the def2-TZVPD basis) on the molecule C4H8O2.

Structure (XYZ):
```
14
Properties=species:S:1:pos:R:3:forces:R:3
O -1.055516 1.480487 -1.010522 -0.41 -0.31 0.47
C -1.542591 0.931279 -0.041935 0.17 0.26 -0.31
C -0.855382 -0.151453 0.752118 -0.04 0.01 -0.06
C 0.107838 -0.971165 -0.112468 0.01 -0.05 -0.04
C 1.490180 -0.301472 -0.295775 0.15 -0.40 -0.01
O 1.509505 1.088999 -0.074944 -0.08 0.15 -0.17
H -2.556620 1.229495 0.294404 0.14 -0.01 0.01
H -1.620617 -0.775240 1.230950 0.12 0.09 -0.14
H -0.307758 0.354142 1.559917 -0.09 -0.03 -0.06
H 0.249130 -1.959348 0.343596 0.00 0.19 -0.09
H -0.362467 -1.141841 -1.088862 0.09 0.05 0.15
H 2.195852 -0.716238 0.428282 -0.07 0.01 -0.01
H 1.878100 -0.549011 -1.295300 -0.05 0.04 0.15
H 0.870341 1.481362 -0.689460 0.07 0.00 0.10
```
Positions in Å, forces in eV/Å.

Values from the calculation:
Kohn-Sham gap: 0.4040 hartree
Energy above the lowest of the compared OMol25 structures with the same formula, charge and spin: 116.22 kJ/mol
Highest occupied orbital energy: -10.1 eV
2S+1: 1
Structure (SMILES): O=CCCCO

---

Entry 2:
ORCA calculation (the ωB97M-V functional and the def2-TZVPD basis) on the molecule CH5FN2.

Structure (XYZ):
```
9
Properties=species:S:1:pos:R:3:forces:R:3
C -0.141526 -0.361099 0.383010 2.13 -1.07 0.22
N 0.512930 -0.058557 -0.904051 -1.46 3.28 0.13
N -0.197596 1.266806 -1.506020 3.22 -3.25 -0.06
F -0.357313 2.204560 -0.513330 -0.22 0.53 1.03
H -0.270720 -1.419962 0.328411 -0.19 -0.83 0.68
H 0.458623 -0.054825 1.253793 0.18 -0.42 -0.28
H -1.041148 0.079483 0.620619 -2.31 1.15 -0.37
H 1.454529 0.167628 -0.557031 -0.25 0.62 -1.27
H -1.090873 0.824727 -1.570608 -1.10 -0.02 -0.07
```
Positions in Å, forces in eV/Å.

Values from the calculation:
Kohn-Sham gap: 0.4171 hartree
Energy above the lowest of the compared OMol25 structures with the same formula, charge and spin: 332.59 kJ/mol
Highest occupied orbital energy: -10.3 eV
2S+1: 1
Structure (SMILES): CNNF

---

Entry 3:
ORCA calculation (the ωB97M-V functional and the def2-TZVPD basis) on a structure of composition C9H12O2SiTl.

Structure (XYZ):
```
25
Properties=species:S:1:pos:R:3:forces:R:3
Tl 0.092066 -1.802485 2.090716 0.07 0.04 0.04
O 1.422724 -2.649251 3.879435 -0.13 0.20 -0.20
C 0.927502 -3.787335 3.696216 0.13 -0.25 0.22
O 0.080088 -4.036467 2.795588 -0.10 0.35 -0.22
H 1.241946 -4.610589 4.348868 0.00 -0.01 0.00
C 1.317039 1.734296 1.404057 0.03 0.12 0.02
Si -0.226948 1.159956 0.601766 0.13 -0.48 0.21
C -1.846038 1.510530 1.375237 -0.07 -0.09 0.15
C -0.150526 0.592730 -1.109551 -0.01 -0.06 -0.04
C 0.811052 1.148180 -1.966257 0.03 -0.06 0.04
C 0.813822 0.819660 -3.310805 -0.01 0.02 -0.07
C -0.124496 -0.076727 -3.805806 0.02 0.01 0.07
C -1.049979 -0.674348 -2.955561 -0.02 -0.02 -0.02
C -1.071579 -0.336469 -1.616072 -0.05 0.11 -0.06
H 1.506599 2.783410 1.152648 -0.01 0.00 0.00
H 2.174022 1.150968 1.066975 0.00 0.01 -0.03
H 1.244817 1.668118 2.490250 -0.02 0.03 0.00
H -2.180547 2.505080 1.060675 0.04 0.01 -0.04
H -1.777800 1.509426 2.463461 -0.01 0.02 0.00
H -2.608497 0.796168 1.063243 0.00 0.02 -0.04
H 1.550714 1.844004 -1.586731 0.00 0.01 -0.02
H 1.545764 1.260710 -3.973385 -0.01 0.01 0.00
H -0.135509 -0.313865 -4.861150 0.04 -0.04 0.01
H -1.755441 -1.396434 -3.343351 -0.01 0.02 -0.01
H -1.800792 -0.799264 -0.960465 -0.04 0.03 -0.02
```
Positions in Å, forces in eV/Å.

Values from the calculation:
Kohn-Sham gap: 0.2945 hartree
Energy above the lowest of the compared OMol25 structures with the same formula, charge and spin: 20.48 kJ/mol
Highest occupied orbital energy: -12.9 eV
Total charge: +1
2S+1: 1

---

> Look up the 2S+1 of the first one.

1